A 2-piece molecular cluster, C2H4ClIO2S overall at a distorted geometry, computed with ωB97M-V/def2-TZVPD.

Results
maximum force: 1.4 eV/Å
LUMO level (alpha / beta): -0.061 / -0.106 Ha
frontier orbital gap (alpha / beta): 8.231 / 6.589 eV
2S+1: 1
ΔE to the lowest compared entry with this formula, charge and spin: 179.1 kJ/mol
DFT total energy: -1385.05223 Eh

Element x y z (Å)
C (1.3661, 0.9146, 0.2784)
C (-0.6378, -0.9770, 0.5966)
O (-1.1288, 1.3532, -0.4947)
O (0.2164, -0.2725, -1.7887)
S (-0.1440, 0.3205, -0.5408)
Cl (0.1607, -2.4174, 0.5224)
I (-3.4705, -1.2481, -1.2592)
H (1.7285, 1.7626, -0.2887)
H (1.1136, 1.2161, 1.2860)
H (2.0957, 0.1177, 0.2678)
H (-1.2999, -0.7698, 1.4209)

Atoms 1-2, force components in eV/Å:
C -0.751 -0.258 -0.433
C -0.588 0.881 -0.886

Löwdin atomic charges, in units of e: C -0.133; C -0.762; O -0.349; O -0.335; S 0.441; Cl 0.717; I 0.184; H 0.069; H 0.066; H 0.058; H 0.043